Entry 1:
{
  "formula": "C46H74O22",
  "method": "ωB97M-V/def2-TZVPD",
  "multiplicity": 1,
  "e_tot_ha": -3452.47415,
  "orbital_gap_ha": 0.3352,
  "charge": 0,
  "max_force_ha_per_bohr": 0.1090,
  "mol_weight_g_mol": 979.1,
  "symbols": ["C", "C", "O", "C", "H", "H", "H", "H", "H", "H", "C", "C", "O", "C", "H", "H", "H", "H", "H", "H", "O", "C", "O", "C", "C", "C", "H", "H", "H", "H", "H", "H", "O", "C", "O", "C", "C", "C", "H", "H", "H", "H", "H", "H", "O", "C", "O", "C", "C", "C", "H", "H", "H", "H", "H", "H", "O", "C", "O", "C", "C", "C", "H", "H", "H", "H", "H", "H", "O", "C", "O", "C", "C", "C", "H", "H", "H", "H", "H", "H", "O", "C", "O", "C", "C", "C", "H", "H", "H", "H", "H", "H", "O", "C", "O", "C", "C", "C", "H", "H", "H", "H", "H", "H", "O", "C", "O", "C", "C", "C", "H", "H", "H", "H", "H", "H", "O", "C", "O", "C", "C", "C", "H", "H", "H", "H", "H", "H", "O", "C", "O", "C", "C", "C", "H", "H", "H", "H", "H", "H", "H", "H"],
  "coordinates": [[3.9688, -0.8184, 2.2081], [4.1058, -0.4468, 3.6638], [3.9577, -1.3060, 4.5102], [4.2267, 1.0026, 4.0722], [3.9149, -1.9005, 2.0891], [4.8236, -0.4240, 1.6587], [3.0471, -0.3580, 1.8522], [4.3928, 1.1813, 5.1346], [3.3399, 1.5745, 3.7992], [5.0871, 1.3812, 3.5203], [2.2299, 0.4092, -5.0240], [1.3793, 0.8265, -6.2262], [1.5980, 0.2502, -7.2999], [0.2741, 1.8375, -6.0399], [3.2694, 0.5542, -5.3180], [2.1016, -0.6016, -4.6366], [1.9832, 1.1562, -4.2695], [-0.5673, 1.3503, -5.5473], [-0.0845, 2.0942, -7.0367], [0.5497, 2.6833, -5.4100], [5.4946, 1.3468, -2.3772], [5.3061, 0.1945, -1.9064], [6.2589, -0.4228, -1.1911], [5.8525, -1.6968, -0.7187], [4.5921, -2.0360, -1.5499], [4.1124, -0.7020, -2.1006], [5.6385, -1.8352, 0.3410], [6.5889, -2.4757, -0.9166], [3.7672, -2.3485, -0.9096], [4.7571, -2.7853, -2.3242], [3.3284, -0.2051, -1.5291], [3.7603, -0.7082, -3.1321], [-1.6668, -4.1636, -5.4470], [-1.0478, -3.6230, -4.4827], [-0.5601, -2.4396, -4.5040], [0.0078, -1.9883, -3.2473], [0.1704, -3.2240, -2.4139], [-0.6301, -4.3042, -3.1776], [-0.5457, -1.2328, -2.6896], [0.9306, -1.4272, -3.3948], [-0.2381, -3.0833, -1.4133], [1.2085, -3.5563, -2.4218], [-1.4957, -4.7081, -2.6525], [0.0174, -5.1461, -3.4226], [-3.1047, -3.2505, -0.3441], [-4.0938, -3.1691, 0.3975], [-5.3185, -3.1250, -0.0713], [-6.3239, -3.0912, 0.9859], [-5.5413, -3.0430, 2.2821], [-4.0749, -3.1451, 1.8936], [-6.8562, -4.0421, 0.9615], [-6.9857, -2.2251, 0.9777], [-5.8805, -3.8713, 2.9043], [-5.7553, -2.1197, 2.8203], [-3.6847, -4.0898, 2.2722], [-3.6217, -2.2014, 2.1972], [-7.2075, 1.3928, -1.9754], [-6.1633, 0.8666, -2.2498], [-6.1660, -0.3440, -2.8636], [-4.8746, -0.7721, -3.1307], [-3.9055, 0.0504, -2.2365], [-4.7434, 1.3278, -1.9549], [-4.6120, -0.5759, -4.1702], [-4.7946, -1.8100, -2.8074], [-3.0042, 0.2692, -2.8090], [-3.4950, -0.4343, -1.3507], [-4.4696, 2.1966, -2.5535], [-4.7697, 1.7043, -0.9324], [1.1136, 0.9132, -1.9072], [0.5347, 0.4391, -0.9152], [1.0253, -0.4826, -0.1193], [0.1094, -0.8593, 0.9308], [-1.2130, -0.4272, 0.3198], [-0.8787, 0.8691, -0.3898], [0.2954, -0.2922, 1.8429], [0.2456, -1.9028, 1.2150], [-1.9805, -0.2543, 1.0742], [-1.5250, -1.2213, -0.3586], [-0.7481, 1.6812, 0.3255], [-1.6988, 1.1095, -1.0663], [2.7463, -5.1793, 1.6121], [1.4961, -5.2349, 1.6917], [0.6932, -4.4426, 0.9294], [-0.6511, -4.6773, 1.2119], [-0.6419, -6.0179, 1.9457], [0.7039, -6.1538, 2.5958], [-1.1520, -4.9550, 0.2844], [-1.0690, -3.7895, 1.6864], [-0.7836, -6.8361, 1.2396], [-1.5023, -5.9992, 2.6147], [1.1445, -7.1479, 2.6711], [0.6919, -5.6412, 3.5576], [-2.8149, 3.1655, -4.7075], [-1.9343, 3.6601, -4.0288], [-1.6626, 3.1929, -2.7803], [-0.5786, 3.8150, -2.1719], [-0.5456, 5.1673, -2.9069], [-1.1967, 4.9214, -4.2799], [0.3163, 3.2265, -2.3742], [-0.6744, 3.8646, -1.0873], [0.5072, 5.4477, -2.8747], [-1.2195, 5.8662, -2.4114], [-0.5306, 4.8080, -5.1352], [-1.9338, 5.6819, -4.5374], [0.8915, 1.7911, 2.7720], [0.0120, 2.4824, 3.3222], [-0.7231, 2.0590, 4.4227], [-1.9688, 2.7643, 4.4843], [-2.1156, 3.4847, 3.1438], [-0.7029, 3.6764, 2.6740], [-1.8577, 3.5081, 5.2732], [-2.8742, 2.1910, 4.6834], [-2.5720, 4.4632, 3.2932], [-2.6878, 2.8974, 2.4256], [-0.2572, 4.6179, 2.9952], [-0.5077, 3.6765, 1.6016], [-2.1351, -1.1849, 3.6515], [-1.0854, -1.5574, 4.2147], [-0.3572, -2.5125, 3.6694], [0.8407, -2.6996, 4.4916], [0.4122, -2.2157, 5.9045], [-0.4267, -1.0465, 5.4721], [1.6432, -2.1133, 4.0442], [1.1260, -3.7476, 4.5835], [1.2763, -1.9653, 6.5199], [-0.2113, -2.9161, 6.4602], [0.2718, -0.2463, 5.2275], [-1.0336, -0.5936, 6.2562], [2.7181, 7.2391, 1.6198], [2.7733, 6.6438, 0.5320], [2.8561, 5.2960, 0.4318], [2.9279, 4.4635, 1.5649], [2.8869, 3.0337, 1.0068], [2.8444, 7.4436, -0.7714], [2.1392, 4.7096, 2.2758], [3.8504, 4.6227, 2.1232], [3.2234, 2.4306, 1.8501], [3.7116, 2.8040, 0.3321], [1.8966, 2.8236, 0.6026], [2.0296, 7.2356, -1.4648], [3.8354, 7.2398, -1.1769], [2.9028, 8.5134, -0.5710]]
}


Entry 2:
{
  "formula": "C46H75AlF3O21Si",
  "method": "ωB97M-V/def2-TZVPD",
  "multiplicity": 1,
  "e_tot_ha": -4209.69374,
  "orbital_gap_ha": 0.2461,
  "charge": -1,
  "max_force_ha_per_bohr": 0.0384,
  "mol_weight_g_mol": 1076.1,
  "symbols": ["C", "Si", "C", "C", "O", "C", "C", "Al", "O", "C", "C", "O", "C", "C", "C", "F", "F", "F", "H", "H", "H", "H", "H", "H", "H", "H", "H", "H", "H", "H", "H", "H", "H", "H", "H", "H", "H", "H", "H", "O", "C", "O", "C", "C", "C", "H", "H", "H", "H", "H", "H", "O", "C", "O", "C", "C", "C", "H", "H", "H", "H", "H", "H", "O", "C", "O", "C", "C", "C", "H", "H", "H", "H", "H", "H", "O", "C", "O", "C", "C", "C", "H", "H", "H", "H", "H", "H", "O", "C", "O", "C", "C", "C", "H", "H", "H", "H", "H", "H", "O", "C", "O", "C", "C", "C", "H", "H", "H", "H", "H", "H", "O", "C", "O", "C", "C", "C", "H", "H", "H", "H", "H", "H", "O", "C", "O", "C", "C", "C", "H", "H", "H", "H", "H", "H", "O", "C", "O", "C", "C", "C", "H", "H", "H", "H", "H", "H"],
  "coordinates": [[4.9224, -0.2203, 3.8930], [3.7798, 0.2301, 2.4591], [4.6590, 1.3328, 1.2098], [3.4184, -1.4059, 1.5536], [2.3017, 0.8012, 2.9684], [2.1211, 2.2320, 2.8835], [0.6559, 2.5704, 3.1998], [-0.6929, 1.2287, 2.5170], [-2.3296, 1.7529, 3.1775], [-0.9105, 1.2763, 0.4719], [0.0265, 0.3585, -0.1468], [-0.1484, -0.8361, -0.1132], [-0.4396, -0.6730, 3.2160], [-1.6566, -1.5998, 2.9605], [-1.3093, -3.0632, 2.7252], [-0.0787, -3.4038, 3.0316], [-2.0950, -3.8718, 3.4756], [-1.5182, -3.4246, 1.4531], [5.6039, 0.5888, 4.1577], [5.5350, -1.0815, 3.6347], [4.2812, -0.4549, 4.7448], [3.9670, 1.5516, 0.3921], [5.5295, 0.8539, 0.7718], [4.9235, 2.2998, 1.6370], [3.3685, -2.2375, 2.2537], [2.4133, -1.3058, 1.1327], [4.1143, -1.5955, 0.7382], [2.7286, 2.6852, 3.6694], [2.3423, 2.6455, 1.8980], [0.5148, 2.8098, 4.2565], [0.4519, 3.5136, 2.6727], [-2.3861, 1.2898, 4.0243], [-1.9428, 1.0151, 0.2477], [-0.7400, 2.3066, 0.1463], [0.9308, 0.8123, -0.6073], [-0.2820, -0.6359, 4.2953], [0.4902, -1.0457, 2.7889], [-2.2900, -1.2867, 2.1317], [-2.2872, -1.5790, 3.8562], [3.1707, 3.2516, 5.7355], [2.5775, 3.2872, 6.7709], [2.5781, 2.2640, 7.6636], [1.6845, 2.5586, 8.7481], [1.5462, 4.0742, 8.7531], [1.6918, 4.4099, 7.2720], [0.7341, 2.0550, 8.5592], [2.1071, 2.1755, 9.6749], [0.6139, 4.4190, 9.1973], [2.3705, 4.5201, 9.3141], [0.7375, 4.3625, 6.7454], [2.1635, 5.3751, 7.1107], [-2.8594, -0.6058, 6.0169], [-4.0200, -0.8598, 5.8941], [-4.8276, -0.2270, 5.0102], [-6.1805, -0.6730, 5.1702], [-6.0763, -2.0336, 5.8432], [-4.8205, -1.8707, 6.6935], [-6.7151, 0.0554, 5.7853], [-6.6578, -0.7254, 4.1942], [-6.9664, -2.3026, 6.4108], [-5.9114, -2.8067, 5.0910], [-5.0406, -1.4470, 7.6747], [-4.2705, -2.8016, 6.7994], [1.2791, -5.0716, -4.6715], [1.1236, -4.4930, -3.6271], [1.8375, -3.4078, -3.2792], [1.4797, -3.0003, -1.9341], [0.1096, -3.5869, -1.6926], [0.1560, -4.8662, -2.5198], [2.2275, -3.3924, -1.2422], [1.4773, -1.9162, -1.8719], [-0.1079, -3.7451, -0.6399], [-0.6531, -2.9223, -2.0939], [0.5684, -5.7077, -1.9599], [-0.8177, -5.1270, -2.9282], [-3.9783, 1.9613, -2.2220], [-3.4558, 0.9649, -2.6289], [-2.3583, 0.9674, -3.4310], [-2.0527, -0.3804, -3.8368], [-2.7001, -1.2704, -2.7930], [-3.9214, -0.4573, -2.3887], [-2.4662, -0.5424, -4.8362], [-0.9721, -0.5092, -3.8775], [-2.9372, -2.2667, -3.1659], [-2.0344, -1.3795, -1.9346], [-4.7790, -0.6598, -3.0338], [-4.1878, -0.6061, -1.3458], [-5.5743, 8.6999, -1.3591], [-5.0782, 7.6820, -1.7489], [-3.9851, 7.6538, -2.5503], [-3.6944, 6.2957, -2.9350], [-4.3500, 5.4293, -1.8740], [-5.5616, 6.2699, -1.4839], [-4.1120, 6.1220, -3.9301], [-2.6163, 6.1572, -2.9773], [-4.5963, 4.4302, -2.2260], [-3.6840, 5.3255, -1.0162], [-6.4223, 6.0686, -2.1241], [-5.8306, 6.1437, -0.4390], [7.5679, -5.9338, -5.0309], [6.6009, -5.7644, -5.7125], [6.6102, -5.9284, -7.0624], [5.3356, -5.5499, -7.6094], [4.3536, -5.6634, -6.4548], [5.2274, -5.3108, -5.2563], [5.4123, -4.5287, -7.9907], [5.0880, -6.2145, -8.4348], [3.4792, -5.0257, -6.5667], [4.0067, -6.6942, -6.3644], [5.2549, -4.2361, -5.0717], [4.9250, -5.8388, -4.3569], [7.5096, 1.3311, 4.3113], [7.7011, 1.9028, 5.3414], [8.2195, 1.2998, 6.4444], [8.2193, 2.2172, 7.5487], [8.1780, 3.6025, 6.9205], [7.3742, 3.3497, 5.6486], [7.3409, 2.0151, 8.1659], [9.1139, 2.0571, 8.1474], [7.7473, 4.3584, 7.5754], [9.1890, 3.9213, 6.6592], [6.2988, 3.4364, 5.8177], [7.6797, 3.9960, 4.8309], [-3.6307, -2.6786, -6.5232], [-2.8567, -3.5374, -6.8379], [-2.6174, -4.6318, -6.0809], [-1.5587, -5.4169, -6.6689], [-1.5382, -5.0217, -8.1365], [-1.9805, -3.5622, -8.0758], [-0.6249, -5.1749, -6.1587], [-1.7714, -6.4742, -6.5277], [-0.5688, -5.1725, -8.6079], [-2.2754, -5.6069, -8.6900], [-1.1380, -2.8865, -7.9208], [-2.5459, -3.2647, -8.9546], [-6.6568, 4.3326, -5.9119], [-5.8484, 3.5643, -6.3427], [-5.3502, 3.6454, -7.6046], [-4.4842, 2.5273, -7.8623], [-4.0440, 2.0397, -6.4915], [-5.2596, 2.3627, -5.6307], [-5.0490, 1.7698, -8.4113], [-3.6487, 2.8561, -8.4769], [-3.7595, 0.9884, -6.4798], [-3.1893, 2.6230, -6.1451], [-5.9929, 1.5544, -5.6370], [-4.9773, 2.6140, -4.6108]]
}


Entry 3:
{
  "formula": "C46H76BCl10N8O8",
  "method": "ωB97M-V/def2-TZVPD",
  "multiplicity": 1,
  "e_tot_ha": -7465.41014,
  "orbital_gap_ha": 0.3729,
  "charge": -1,
  "e_above_lowest_kj_mol": 0.00,
  "max_force_ha_per_bohr": 0.0964,
  "mol_weight_g_mol": 1234.5,
  "symbols": ["O", "C", "O", "B", "O", "C", "O", "O", "C", "O", "C", "O", "O", "C", "C", "C", "C", "N", "H", "H", "H", "H", "H", "H", "H", "C", "C", "C", "C", "N", "H", "H", "H", "H", "H", "H", "H", "C", "C", "C", "C", "N", "H", "H", "H", "H", "H", "H", "H", "C", "C", "C", "C", "N", "H", "H", "H", "H", "H", "H", "H", "C", "C", "C", "C", "N", "H", "H", "H", "H", "H", "H", "H", "C", "C", "C", "C", "N", "H", "H", "H", "H", "H", "H", "H", "C", "C", "C", "C", "N", "H", "H", "H", "H", "H", "H", "H", "C", "C", "C", "C", "N", "H", "H", "H", "H", "H", "H", "H", "Cl", "C", "C", "Cl", "H", "H", "H", "H", "Cl", "C", "C", "Cl", "H", "H", "H", "H", "Cl", "C", "C", "Cl", "H", "H", "H", "H", "Cl", "C", "C", "Cl", "H", "H", "H", "H", "Cl", "C", "C", "Cl", "H", "H", "H", "H"],
  "coordinates": [[-2.8947, -1.6070, 1.2398], [-1.9178, -1.3505, 0.5726], [-1.2005, -0.2601, 0.7122], [-0.1385, -0.2376, -0.2922], [-0.2798, -1.5810, -1.0203], [-1.3116, -2.2178, -0.5406], [-1.6812, -3.3919, -0.7782], [1.2283, -0.0958, 0.2427], [1.8048, 0.9596, -0.2087], [2.9541, 1.3616, -0.0327], [0.8193, 1.5823, -1.2424], [-0.2972, 0.9127, -1.2282], [1.1351, 2.5031, -1.9991], [-2.0929, 0.1700, -5.7905], [-1.2511, 0.0036, -4.5899], [-0.5903, -1.3713, -4.4712], [0.0377, -1.9785, -5.6788], [0.4521, -2.4367, -6.6552], [-2.3965, 1.1993, -5.9810], [-2.9888, -0.4471, -5.7224], [-1.5849, -0.0906, -6.7191], [-1.8100, 0.1163, -3.6609], [-0.5776, 0.8567, -4.5083], [-1.2734, -2.0710, -3.9897], [0.3173, -1.2778, -3.8748], [4.9366, 4.7582, -2.2320], [4.0874, 4.7260, -0.9334], [4.8578, 4.1975, 0.2696], [5.6093, 2.9951, -0.0014], [6.2882, 2.1106, -0.2953], [5.0422, 3.8025, -2.7454], [5.9285, 5.1728, -2.0519], [4.4057, 5.3541, -2.9744], [3.2282, 4.0899, -1.1465], [3.7709, 5.7429, -0.7014], [4.0853, 3.9134, 0.9842], [5.5485, 4.9321, 0.6835], [0.9983, 4.5876, 1.0047], [-0.4835, 4.3391, 0.6107], [-1.2598, 3.5751, 1.7088], [-1.3928, 4.2988, 2.9751], [-1.4919, 4.9353, 3.9799], [1.1348, 4.8821, 2.0452], [1.3560, 5.3843, 0.3523], [1.6806, 3.7443, 0.8977], [-0.5260, 3.8447, -0.3598], [-0.9841, 5.3069, 0.5813], [-0.9140, 2.5443, 1.7864], [-2.2853, 3.4515, 1.3607], [2.6857, -3.1571, 2.8178], [1.4977, -3.1228, 1.9315], [0.9841, -4.5029, 1.5281], [1.8347, -5.2862, 0.6447], [2.4620, -5.9425, -0.0974], [3.1847, -2.1903, 2.8851], [3.4434, -3.9095, 2.5988], [2.2924, -3.4181, 3.8003], [1.7811, -2.6377, 0.9974], [0.7075, -2.5800, 2.4502], [-0.0072, -4.4681, 1.0763], [0.8565, -5.0625, 2.4547], [-2.5681, -4.9830, 2.5090], [-2.8498, -4.8842, 4.0240], [-1.9942, -3.9346, 4.8082], [-2.1782, -3.8854, 6.2869], [-2.3277, -3.8321, 7.4213], [-2.8096, -4.1489, 1.8502], [-3.1876, -5.8231, 2.1950], [-1.5314, -5.3164, 2.4630], [-2.6545, -5.8608, 4.4671], [-3.8897, -4.6086, 4.1994], [-2.1055, -2.9157, 4.4373], [-0.9233, -4.1266, 4.7411], [-2.8244, 0.7130, 5.4576], [-2.9910, 0.2602, 3.9689], [-4.4412, -0.0322, 3.5616], [-5.0701, -1.1620, 4.2268], [-5.6107, -2.0458, 4.7447], [-1.7979, 0.9999, 5.6857], [-3.0241, -0.0869, 6.1706], [-3.3895, 1.6395, 5.5601], [-2.3421, -0.6034, 3.8237], [-2.7577, 1.0859, 3.2967], [-4.4293, -0.1636, 2.4797], [-4.9885, 0.8921, 3.7466], [-3.9901, 4.6887, -2.0182], [-4.1359, 3.1516, -2.3758], [-3.5340, 2.2911, -1.2960], [-4.1889, 2.3284, 0.0148], [-4.7204, 2.3224, 1.0689], [-2.9401, 4.9772, -2.0671], [-4.2502, 4.8456, -0.9714], [-4.5927, 5.3796, -2.6079], [-3.6676, 3.0097, -3.3498], [-5.1813, 2.9161, -2.5751], [-2.4982, 2.5805, -1.1185], [-3.5138, 1.2393, -1.5812], [4.1851, 1.4858, -4.9926], [3.7536, 0.4149, -3.9722], [4.6235, 0.2291, -2.8111], [5.9524, -0.2557, -3.0655], [7.0234, -0.6087, -3.3384], [4.4075, 2.4015, -4.4448], [3.4660, 1.7314, -5.7740], [5.0648, 1.0999, -5.5077], [3.5185, -0.5436, -4.4350], [2.8284, 0.8069, -3.5499], [4.2111, -0.5110, -2.1254], [4.7134, 1.1720, -2.2718], [1.6140, 5.7412, -4.5825], [1.0908, 4.1716, -5.2264], [-0.4015, 3.9019, -4.9234], [-1.4412, 5.2342, -5.4847], [1.7224, 3.3910, -4.8025], [1.2589, 4.1916, -6.3032], [-0.5683, 3.9222, -3.8464], [-0.7914, 2.9909, -5.3774], [-6.2905, -5.1092, 1.0277], [-6.0380, -3.3836, 1.3142], [-7.1821, -2.4819, 0.7431], [-7.1653, -0.7943, 1.2637], [-5.0312, -3.0417, 1.0743], [-5.9454, -3.2536, 2.3924], [-8.1774, -2.8167, 1.0352], [-7.1536, -2.5238, -0.3457], [0.6545, 1.2854, 4.0959], [2.2595, 2.0009, 3.4895], [3.4407, 1.1397, 3.8068], [3.9763, 1.2123, 5.5166], [2.3845, 2.9696, 3.9732], [2.1512, 2.2538, 2.4348], [4.2989, 1.3484, 3.1681], [3.2640, 0.0719, 3.6779], [-0.3679, -7.7503, -2.2987], [-1.3760, -6.3992, -1.6277], [-2.3358, -6.7878, -0.4801], [-1.3762, -7.5143, 0.8281], [-2.0059, -5.8979, -2.3626], [-0.7517, -5.6273, -1.1776], [-3.0541, -7.4681, -0.9375], [-2.9240, -5.9651, -0.0734], [6.0198, -0.9819, 3.3862], [6.7152, -1.0135, 1.7334], [5.5710, -1.0482, 0.6966], [4.9612, -2.7086, 0.3800], [7.3421, -1.9046, 1.7013], [7.3801, -0.1507, 1.7733], [5.9223, -0.7276, -0.2842], [4.6967, -0.4692, 0.9939]]
}